This record from OMol25 describes 12 unconnected molecules or ions with the total composition C52H110N2O10 at a distorted geometry. The level of theory is ωB97M-V with the def2-TZVPD basis set.

DFT total energy = -2907.96919 Eh
structure (SMILES) = CCN(CC)CC.CCN(CC)CC.C1CCOC1.C1CCOC1.C1CCOC1.C1CCOC1.C1CCOC1.C1CCOC1.C1CCOC1.C1CCOC1.C1CCOC1.C1CCOC1
frontier orbital gap = 8.477 eV
HOMO = -7.9 eV
net charge = 0

Each atom is followed by the atoms it is bonded to, with distances in Å.
CARTESIAN COORDINATES (ANGSTROEM)
1 C 5.183 1.269 -2.259  C2 1.526, C5 1.553, H6 1.090, H7 1.090
2 C 3.741 0.800 -2.428  C1 1.526, C3 1.500, H8 1.090, H9 1.090
3 C 3.501 0.037 -1.160  C2 1.500, O4 1.459, H10 1.090, H11 1.090
4 O 4.165 0.936 -0.221  C3 1.459, C5 1.397
5 C 5.226 1.668 -0.759  C1 1.553, O4 1.397, H12 1.090, H13 1.090
6 H 5.432 2.143 -2.862  C1 1.090
7 H 5.937 0.525 -2.514  C1 1.090
8 H 3.678 0.119 -3.278  C2 1.090
9 H 2.970 1.568 -2.491  C2 1.090
10 H 3.888 -0.981 -1.191  C3 1.090
11 H 2.433 -0.048 -0.959  C3 1.090
12 H 6.185 1.457 -0.284  C5 1.090
13 H 4.941 2.710 -0.614  C5 1.090
14 C 1.697 -2.447 -5.576  C15 1.530, C18 1.497, H19 1.090, H20 1.090
15 C 0.913 -1.389 -4.795  C14 1.530, C16 1.533, H21 1.090, H22 1.090
16 C -0.228 -2.232 -4.212  C15 1.533, O17 1.413, H23 1.090, H24 1.090
17 O -0.260 -3.347 -5.078  C16 1.413, C18 1.416
18 C 0.596 -3.247 -6.201  C14 1.497, O17 1.416, H25 1.090, H26 1.090
19 H 2.169 -3.095 -4.837  C14 1.090
20 H 2.474 -2.051 -6.228  C14 1.090
21 H 0.519 -0.642 -5.483  C15 1.090
22 H 1.571 -0.784 -4.172  C15 1.090
23 H -1.193 -1.740 -4.094  C16 1.090
24 H 0.088 -2.607 -3.238  C16 1.090
25 H 0.055 -2.763 -7.014  C18 1.090
26 H 1.056 -4.184 -6.514  C18 1.090
27 C 3.308 3.601 1.362  C28 1.530, C31 1.532, H32 1.090, H33 1.090
28 C 2.533 2.794 0.318  C27 1.530, C29 1.510, H34 1.090, H35 1.090
29 C 1.336 3.703 0.174  C28 1.510, O30 1.461, H36 1.090, H37 1.090
30 O 1.073 4.131 1.546  C29 1.461, C31 1.403
31 C 2.241 4.133 2.323  C27 1.532, O30 1.403, H38 1.090, H39 1.090
32 H 3.826 4.436 0.891  C27 1.090
33 H 4.117 3.086 1.881  C27 1.090
34 H 2.239 1.825 0.720  C28 1.090
35 H 3.072 2.606 -0.611  C28 1.090
36 H 0.494 3.171 -0.270  C29 1.090
37 H 1.523 4.564 -0.467  C29 1.090
38 H 2.169 3.460 3.177  C31 1.090
39 H 2.519 5.128 2.671  C31 1.090
40 C -1.499 2.472 -3.758  C41 1.519, C44 1.516, H45 1.090, H46 1.090
41 C -2.010 2.408 -2.329  C40 1.519, C42 1.494, H47 1.090, H48 1.090
42 C -1.264 3.449 -1.559  C41 1.494, O43 1.409, H49 1.090, H50 1.090
43 O -0.295 3.883 -2.484  C42 1.409, C44 1.430
44 C -0.713 3.766 -3.847  C40 1.516, O43 1.430, H51 1.090, H52 1.090
45 H -2.273 2.548 -4.521  C40 1.090
46 H -0.825 1.650 -4.000  C40 1.090
47 H -1.962 1.433 -1.843  C41 1.090
48 H -3.054 2.692 -2.454  C41 1.090
49 H -0.685 3.006 -0.749  C42 1.090
50 H -1.836 4.333 -1.279  C42 1.090
51 H 0.180 3.751 -4.471  C44 1.090
52 H -1.269 4.661 -4.128  C44 1.090
53 C 2.656 -2.238 -1.941  C54 1.517, C57 1.541, H58 1.090, H59 1.090
54 C 3.443 -2.633 -0.706  C53 1.517, C55 1.504, H60 1.090, H61 1.090
55 C 2.487 -3.434 0.135  C54 1.504, O56 1.394, H62 1.090, H63 1.090
56 O 1.797 -4.132 -0.855  C55 1.394, C57 1.417
57 C 1.784 -3.495 -2.121  C53 1.541, O56 1.417, H64 1.090, H65 1.090
58 H 3.227 -1.938 -2.820  C53 1.090
59 H 1.985 -1.404 -1.733  C53 1.090
60 H 3.961 -1.846 -0.158  C54 1.090
61 H 4.240 -3.324 -0.977  C54 1.090
62 H 1.897 -2.764 0.760  C55 1.090
63 H 3.009 -4.101 0.821  C55 1.090
64 H 0.792 -3.205 -2.470  C57 1.090
65 H 2.302 -4.169 -2.803  C57 1.090
66 C -0.054 -3.014 3.516  C67 1.519, C70 1.528, H71 1.090, H72 1.090
67 C -0.071 -1.539 3.875  C66 1.519, C68 1.482, H73 1.090, H74 1.090
68 C 1.145 -1.252 4.672  C67 1.482, O69 1.435, H75 1.090, H76 1.090
69 O 1.312 -2.483 5.388  C68 1.435, C70 1.454
70 C 0.442 -3.526 4.867  C66 1.528, O69 1.454, H77 1.090, H78 1.090
71 H 0.643 -3.227 2.705  C66 1.090
72 H -1.008 -3.492 3.290  C66 1.090
73 H -0.945 -1.365 4.502  C67 1.090
74 H -0.150 -0.853 3.031  C67 1.090
75 H 1.004 -0.338 5.249  C68 1.090
76 H 2.003 -1.121 4.013  C68 1.090
77 H -0.371 -3.582 5.591  C70 1.090
78 H 0.991 -4.467 4.840  C70 1.090
79 C -0.048 1.137 4.248  C80 1.537, C83 1.535, H84 1.090, H85 1.090
80 C 0.457 1.921 3.026  C79 1.537, C81 1.533, H86 1.090, H87 1.090
81 C -0.669 2.936 2.796  C80 1.533, O82 1.448, H88 1.090, H89 1.090
82 O -1.721 2.651 3.750  C81 1.448, C83 1.409
83 C -1.571 1.332 4.225  C79 1.535, O82 1.409, H90 1.090, H91 1.090
84 H 0.286 1.502 5.219  C79 1.090
85 H 0.327 0.114 4.252  C79 1.090
86 H 0.564 1.232 2.188  C80 1.090
87 H 1.384 2.416 3.313  C80 1.090
88 H -1.052 2.780 1.788  C81 1.090
89 H -0.361 3.973 2.930  C81 1.090
90 H -1.965 0.634 3.487  C83 1.090
91 H -2.097 1.261 5.177  C83 1.090
92 C 3.042 1.944 5.020  C93 1.503, C96 1.513, H97 1.090, H98 1.090
93 C 3.825 1.973 3.738  C92 1.503, C94 1.535, H99 1.090, H100 1.090
94 C 3.079 0.987 2.829  C93 1.535, O95 1.410, H101 1.090, H102 1.090
95 O 2.499 0.059 3.718  C94 1.410, C96 1.423
96 C 2.734 0.463 5.062  C92 1.513, O95 1.423, H103 1.090, H104 1.090
97 H 2.172 2.600 5.050  C92 1.090
98 H 3.729 2.072 5.856  C92 1.090
99 H 4.857 1.669 3.913  C93 1.090
100 H 3.891 3.000 3.380  C93 1.090
101 H 3.771 0.425 2.202  C94 1.090
102 H 2.317 1.515 2.256  C94 1.090
103 H 3.522 -0.119 5.539  C96 1.090
104 H 1.851 0.239 5.660  C96 1.090
105 C -3.361 1.261 1.890  C106 1.491, C109 1.498, H110 1.090, H111 1.090
106 C -4.244 1.961 0.915  C105 1.491, C107 1.519, H112 1.090, H113 1.090
107 C -3.273 2.492 -0.126  C106 1.519, O108 1.448, H114 1.090, H115 1.090
108 O -1.963 1.917 0.102  C107 1.448, C109 1.465
109 C -2.178 0.841 1.072  C105 1.498, O108 1.465, H116 1.090, H117 1.090
110 H -3.830 0.463 2.466  C105 1.090
111 H -2.915 1.868 2.677  C105 1.090
112 H -4.818 2.801 1.307  C106 1.090
113 H -4.974 1.333 0.404  C106 1.090
114 H -3.213 3.580 -0.096  C107 1.090
115 H -3.632 2.151 -1.097  C107 1.090
116 H -1.303 0.706 1.709  C109 1.090
117 H -2.319 -0.070 0.490  C109 1.090
118 C -3.470 -1.026 -3.898  C119 1.488, C122 1.541, H123 1.090, H124 1.090
119 C -3.024 0.368 -3.630  C118 1.488, C120 1.519, H125 1.090, H126 1.090
120 C -4.097 0.937 -2.717  C119 1.519, O121 1.380, H127 1.090, H128 1.090
121 O -5.215 0.163 -2.955  C120 1.380, C122 1.415
122 C -5.002 -0.862 -3.907  C118 1.541, O121 1.415, H129 1.090, H130 1.090
123 H -3.246 -1.794 -3.158  C118 1.090
124 H -3.052 -1.309 -4.864  C118 1.090
125 H -2.992 0.926 -4.566  C119 1.090
126 H -2.045 0.388 -3.151  C119 1.090
127 H -4.209 1.956 -3.088  C120 1.090
128 H -3.799 0.953 -1.669  C120 1.090
129 H -5.323 -0.624 -4.921  C122 1.090
130 H -5.487 -1.811 -3.677  C122 1.090
131 C -2.275 -4.518 1.042  C132 1.555, H138 1.090, H139 1.090, H140 1.090
132 C -1.889 -3.163 0.382  C131 1.555, N133 1.476, H141 1.090, H142 1.090
133 N -2.879 -2.086 0.578  C132 1.476, C134 1.510, C136 1.425
134 C -4.075 -2.358 -0.302  N133 1.510, C135 1.528, H143 1.090, H144 1.090
135 C -4.867 -1.085 -0.592  C134 1.528, H145 1.090, H146 1.090, H147 1.090
136 C -3.130 -1.871 1.965  N133 1.425, C137 1.535, H148 1.090, H149 1.090
137 C -1.914 -1.361 2.750  C136 1.535, H150 1.090, H151 1.090, H152 1.090
138 H -2.273 -4.409 2.126  C131 1.090
139 H -1.484 -5.214 0.762  C131 1.090
140 H -3.277 -4.850 0.769  C131 1.090
141 H -0.938 -2.795 0.768  C132 1.090
142 H -1.789 -3.326 -0.691  C132 1.090
143 H -4.714 -3.060 0.235  C134 1.090
144 H -3.745 -2.788 -1.248  C134 1.090
145 H -5.142 -0.513 0.295  C135 1.090
146 H -5.730 -1.343 -1.206  C135 1.090
147 H -4.276 -0.395 -1.194  C135 1.090
148 H -3.890 -1.090 1.951  C136 1.090
149 H -3.686 -2.666 2.461  C136 1.090
150 H -1.291 -2.244 2.892  C137 1.090
151 H -1.359 -0.608 2.190  C137 1.090
152 H -2.201 -0.984 3.732  C137 1.090
153 C 1.822 -0.523 1.463  C154 1.532, H160 1.090, H161 1.090, H162 1.090
154 C 0.593 -1.060 0.722  C153 1.532, N155 1.491, H163 1.090, H164 1.090
155 N 0.694 -0.635 -0.703  C154 1.491, C156 1.462, C158 1.480
156 C -0.222 -1.476 -1.471  N155 1.462, C157 1.588, H165 1.090, H166 1.090
157 C -1.728 -0.977 -1.410  C156 1.588, H167 1.090, H168 1.090, H169 1.090
158 C 0.543 0.826 -0.882  N155 1.480, C159 1.492, H170 1.090, H171 1.090
159 C 0.839 1.186 -2.300  C158 1.492, H172 1.090, H173 1.090, H174 1.090
160 H 2.696 -0.726 0.844  C153 1.090
161 H 2.038 -1.076 2.378  C153 1.090
162 H 1.853 0.555 1.620  C153 1.090
163 H 0.680 -2.146 0.681  C154 1.090
164 H -0.321 -0.766 1.237  C154 1.090
165 H 0.182 -1.524 -2.482  C156 1.090
166 H -0.153 -2.527 -1.190  C156 1.090
167 H -1.836 0.022 -1.833  C157 1.090
168 H -2.435 -1.624 -1.929  C157 1.090
169 H -2.019 -0.882 -0.364  C157 1.090
170 H 1.253 1.277 -0.188  C158 1.090
171 H -0.428 1.174 -0.530  C158 1.090
172 H 0.867 2.273 -2.371  C159 1.090
173 H 0.060 0.845 -2.982  C159 1.090
174 H 1.810 0.802 -2.613  C159 1.090